Record 1
Here is C52H64N5O3P2STeTi as an isolated structure from the Open Molecules 2025 dataset. Energies are from the ωB97M-V functional and the def2-TZVPD basis.

Summary:
E_tot in Ha: -4717.824607
Gap between HOMO and LUMO (spin up / spin down) in eV: 4.6 / 4.5
ΔE to the lowest compared entry with this formula, charge and spin in eV: 3.497

The geometry in ORCA input format:
```
! RIJCOSX wB97M-V def2-TZVPD def2/J DEFGRID3
* xyz -2 2
Ti -0.6237 -0.9846 1.6624
C -1.3717 5.3118 3.1653
C -0.7106 4.7994 1.8873
N -1.5271 3.8453 1.1642
C -1.6594 2.5454 1.7270
S -3.2761 1.9562 1.7886
N -0.5291 2.0473 2.1200
N -0.4184 0.7591 2.6245
C 0.4366 0.6925 3.7070
C 1.0818 1.9433 4.2336
C 0.6155 -0.5593 4.2572
C 1.4978 -0.8670 5.3491
C 1.5381 -2.1230 5.8632
C 0.6863 -3.1292 5.3062
C -0.0829 -2.8069 4.2312
N -0.1271 -1.5740 3.6590
H -0.6849 5.9315 3.7453
H -2.2588 5.9056 2.9370
H -1.6891 4.4697 3.7804
H -0.4723 5.6337 1.2165
H 0.2275 4.3012 2.1326
H -2.4654 4.1878 0.9894
H 0.3272 2.6952 4.4779
H 1.6665 1.7388 5.1250
H 1.7377 2.3980 3.4843
H 2.1339 -0.0939 5.7531
H 2.2105 -2.3612 6.6787
H 0.6739 -4.1397 5.6917
H -0.7084 -3.5571 3.7586
C -4.0152 -3.1666 4.8331
P -3.1905 -2.0106 3.6413
C -3.1987 -0.5121 4.6890
C -4.5295 -1.6934 2.4358
C -4.5414 -2.7744 1.3501
P -2.8769 -3.4690 0.8372
C -3.3251 -3.8586 -0.9009
C -3.0192 -5.1844 1.5176
H -4.9084 -2.7072 5.2659
H -3.3184 -3.4163 5.6329
H -4.3007 -4.0939 4.3342
H -4.1665 -0.3728 5.1818
H -2.9857 0.3525 4.0580
H -2.4118 -0.5980 5.4406
H -4.2852 -0.7250 1.9894
H -5.5090 -1.6125 2.9221
H -4.9825 -2.3627 0.4391
H -5.1631 -3.6231 1.6586
H -4.2903 -4.3735 -0.9491
H -2.5380 -4.4696 -1.3401
H -3.3827 -2.9324 -1.4693
H -3.9708 -5.6585 1.2604
H -2.9118 -5.1680 2.6022
H -2.2038 -5.7828 1.1116
O 1.6802 -2.3154 -2.2177
C 0.8192 -3.1978 -2.0005
O -0.3596 -3.0511 -1.6497
H 1.1672 -4.2497 -2.2017
C 4.5416 -0.0309 -7.4021
C 3.7547 0.0681 -6.1230
C 4.2165 0.8127 -5.0515
C 3.5035 0.9011 -3.8581
C 4.0906 1.7274 -2.7473
C 2.2840 0.2267 -3.7295
Te 1.3653 0.2282 -1.7180
N -0.2967 0.1205 -0.1589
C -1.4909 -0.2176 -0.4697
O -2.2377 -0.7670 0.4586
C -2.1574 0.0169 -1.7762
C -2.8702 1.2009 -1.9429
C -3.5276 1.4366 -3.1399
C -3.4837 0.4929 -4.1592
C -2.7758 -0.6871 -3.9800
C -2.1065 -0.9281 -2.7892
C 0.8532 2.3225 -1.9286
C 1.3034 3.2283 -0.9636
C 2.2062 2.8556 0.1746
C 0.9340 4.5706 -1.0424
C 0.1199 5.0450 -2.0484
C -0.3112 6.4844 -2.0963
C -0.3218 4.1382 -3.0028
C 0.0240 2.7935 -2.9616
C -0.5362 1.9076 -4.0357
C 1.8139 -0.5415 -4.7955
C 0.5328 -1.3210 -4.7501
C 2.5495 -0.5977 -5.9762
H 5.4180 0.6165 -7.3733
H 3.9372 0.2589 -8.2636
H 4.8861 -1.0523 -7.5751
H 5.1629 1.3384 -5.1375
H 5.0567 2.1332 -3.0494
H 4.2366 1.1343 -1.8419
H 3.4349 2.5571 -2.4851
H -2.9109 1.9130 -1.1289
H -4.0776 2.3593 -3.2740
H -3.9983 0.6800 -5.0940
H -2.7349 -1.4247 -4.7727
H -1.5384 -1.8419 -2.6238
H 2.3280 1.7821 0.2683
H 1.7860 3.2164 1.1172
H 3.1971 3.2935 0.0289
H 1.2868 5.2498 -0.2723
H 0.1959 7.0692 -1.3301
H -1.3853 6.5744 -1.9274
H -0.0936 6.9330 -3.0672
H -0.9797 4.4799 -3.7958
H -1.3732 2.4007 -4.5304
H -0.9007 0.9631 -3.6262
H 0.2208 1.6721 -4.7840
H -0.0504 -1.0976 -3.8609
H 0.7505 -2.3883 -4.7214
H -0.0732 -1.1064 -5.6338
H 2.1659 -1.1928 -6.7999
C 5.1755 -0.8344 1.6738
C 4.1098 0.0907 1.7208
C 2.8199 -0.3584 1.6706
C 2.5053 -1.7355 1.5616
C 1.1482 -2.1686 1.4908
C 0.9476 -3.5326 1.4310
C 2.0011 -4.4632 1.4321
C 3.3016 -4.0421 1.4763
C 3.5815 -2.6592 1.5402
C 4.9126 -2.1712 1.5903
H 6.1997 -0.4801 1.7023
H 4.3144 1.1528 1.7895
H 1.9926 0.3413 1.7185
H -0.0676 -3.9230 1.3700
H 1.7740 -5.5240 1.3919
H 4.1237 -4.7499 1.4636
H 5.7254 -2.8901 1.5559
*
```

Results of the Löwdin charge analysis, in e, for atoms 1 through 6: 0.987 -0.098 -0.298 -0.058 -0.880 0.510

***

Record 2
Here is one molecule with the formula C4H8N2O from the Open Molecules 2025 dataset. Energies are from the ωB97M-V functional and the def2-TZVPD basis.

Summary:
E_tot in Ha: -341.925951
Gap between HOMO and LUMO in eV: 10.7
SMILES: [H]/N=C\N(C)C(C)=O
ΔE to the lowest compared entry with this formula, charge and spin in eV: 2.114

The geometry in ORCA input format:
```
! RIJCOSX wB97M-V def2-TZVPD def2/J DEFGRID3
* xyz 0 1
H 2.4317 -0.2430 0.8063
N 2.1706 0.6186 0.3360
C 0.9948 0.6830 -0.1304
N 0.0986 -0.4443 -0.2942
C 0.5648 -1.8187 -0.1575
C -1.2034 -0.1575 -0.1262
C -1.3184 1.5045 0.1445
O -2.1367 -0.8881 0.0146
H 0.8009 1.5578 -0.7394
H 1.2266 -2.0609 -0.9905
H 1.1114 -1.9383 0.7787
H -0.3086 -2.4682 -0.1358
H -0.7487 2.1599 0.7986
H -2.3233 1.5777 0.5590
H -1.3602 1.9175 -0.8637
*
```

Results of the Löwdin charge analysis, in e, for atoms 1 through 6: 0.039 0.125 -0.255 -0.081 -0.021 -0.462

***

Record 3
Here is one molecule with the formula C18H19N3O4 from the Open Molecules 2025 dataset. Energies are from the ωB97M-V functional and the def2-TZVPD basis.

Summary:
E_tot in Ha: -1162.547605
Gap between HOMO and LUMO in eV: 9.4
SMILES: COc1ccccc1N(CCC#N)C(=O)COC(=O)c1cccn1C
ΔE to the lowest compared entry with this formula, charge and spin in eV: 3.071

The geometry in ORCA input format:
```
! RIJCOSX wB97M-V def2-TZVPD def2/J DEFGRID3
* xyz 0 1
C 2.6110 0.3196 -2.8669
O 2.0798 -0.0781 -1.6233
C 1.5502 0.8780 -0.8122
C 1.2940 2.1892 -1.1915
C 0.7780 3.0939 -0.2797
C 0.5101 2.7091 1.0203
C 0.7552 1.4025 1.4081
C 1.2637 0.4854 0.5049
N 1.5899 -0.8241 0.9407
C 2.7237 -0.9452 1.8383
C 4.0490 -1.0742 1.0650
C 4.3827 0.1332 0.3583
N 4.6562 1.0986 -0.1908
C 1.0962 -1.9673 0.4108
O 1.5712 -3.0549 0.6762
C -0.0948 -1.8517 -0.5281
O -1.0067 -0.8330 -0.1474
C -2.3159 -1.0988 -0.3649
O -2.7079 -2.1338 -0.8587
C -3.1552 0.0034 0.0609
C -2.7862 1.2347 0.5856
C -3.9597 1.9479 0.8265
C -5.0079 1.1380 0.4445
N -4.5243 -0.0292 -0.0175
C -5.3166 -1.1218 -0.5063
H 3.3773 1.0882 -2.7349
H 1.8295 0.6818 -3.5420
H 3.0641 -0.5756 -3.2903
H 1.5095 2.5184 -2.1950
H 0.5910 4.1097 -0.5928
H 0.1128 3.4180 1.7303
H 0.5456 1.0820 2.4180
H 2.7487 -0.0724 2.4939
H 2.5835 -1.8541 2.4293
H 4.8601 -1.3030 1.7615
H 3.9585 -1.8947 0.3480
H -0.6084 -2.8200 -0.5453
H 0.2823 -1.6449 -1.5377
H -1.7793 1.5559 0.7567
H -4.0392 2.9371 1.2311
H -6.0634 1.3288 0.4766
H -5.0604 -1.3443 -1.5430
H -5.1279 -2.0222 0.0799
H -6.3706 -0.8570 -0.4392
*
```

Results of the Löwdin charge analysis, in e, for atoms 1 through 6: -0.071 -0.105 -0.229 -0.001 -0.069 -0.098

***

Record 4
Here is C22H64Cl2HfN9O5P3 as an isolated structure from the Open Molecules 2025 dataset. Energies are from the ωB97M-V functional and the def2-TZVPD basis.

Summary:
E_tot in Ha: -3738.441384
Gap between HOMO and LUMO in eV: 8.4
ΔE to the lowest compared entry with this formula, charge and spin in eV: 0.000

The geometry in ORCA input format:
```
! RIJCOSX wB97M-V def2-TZVPD def2/J DEFGRID3
* xyz 0 1
Hf 0.3769 0.5709 -0.2048
Cl 2.0744 1.5074 -2.1001
Cl 1.9319 -1.0523 1.1616
C -3.0569 2.1220 -3.1129
C -1.9385 2.3908 -2.1461
C -2.2769 3.4709 -1.1426
O -1.3194 1.2550 -1.6390
H -3.6405 2.9747 -3.4552
H -3.7424 1.3358 -2.7650
H -2.7013 1.6121 -4.0173
H -1.1580 2.8764 -2.7622
H -2.7349 4.2918 -1.6964
H -1.4336 3.7981 -0.5329
H -3.0136 3.1172 -0.4087
C -1.8071 1.9247 2.3698
O -0.9430 1.3168 1.4926
H -2.7266 1.3245 2.4503
H -1.3849 2.0877 3.3723
H -2.1429 2.9224 2.0438
O 1.6708 2.1565 0.9397
P 2.3985 3.1295 1.8014
N 3.9989 3.4567 1.3511
C 4.5334 2.5867 0.2895
C 4.5624 4.8025 1.3202
N 2.6454 2.6705 3.3981
C 1.9190 1.5369 3.9390
C 3.5358 3.3762 4.2704
N 1.6400 4.6341 1.9617
C 1.2744 5.3002 0.7226
C 0.6169 4.7800 2.9875
H 5.5874 2.3170 0.3842
H 4.4035 3.0911 -0.6709
H 3.9877 1.6450 0.2959
H 5.6270 4.6830 1.5274
H 4.0937 5.4923 2.0178
H 4.4737 5.2762 0.3347
H 1.3769 1.8928 4.8297
H 1.3094 0.9647 3.2473
H 2.6321 0.8658 4.4385
H 4.5354 3.5651 3.8797
H 3.1539 4.3423 4.6259
H 3.6920 2.8417 5.2109
H 1.9200 5.0352 -0.1166
H 0.2565 5.0069 0.4437
H 1.3349 6.3854 0.8294
H 0.4466 5.8470 3.1650
H 0.8932 4.4816 3.9995
H -0.3190 4.2991 2.6943
O -1.1119 -1.2047 0.4489
P -1.9956 -2.0319 1.3026
N -2.4200 -3.5270 0.6409
C -3.5394 -4.2828 1.2721
C -1.4477 -4.3628 -0.0576
N -3.4815 -1.3515 1.5100
C -3.9537 -0.5951 0.3297
C -4.1608 -1.1353 2.7732
N -1.4756 -2.3325 2.8998
C -1.0985 -1.1520 3.6682
C -0.6142 -3.4875 3.1954
H -4.2806 -4.2910 0.4740
H -3.9180 -3.7060 2.1056
H -3.1704 -5.2308 1.6593
H -1.9585 -5.0635 -0.7151
H -0.8535 -4.9684 0.6477
H -0.6150 -3.8094 -0.4881
H -3.7022 -1.1746 -0.5590
H -5.0208 -0.3903 0.3503
H -3.3614 0.3218 0.2663
H -5.2408 -1.1418 2.5968
H -4.0341 -1.9651 3.4660
H -3.8566 -0.1709 3.1852
H -1.8865 -0.4129 3.8209
H -0.8458 -1.4688 4.6836
H -0.2563 -0.6116 3.2251
H -0.6765 -4.1605 2.3479
H -0.8602 -3.7739 4.2199
H 0.4249 -3.1432 3.2784
O 0.4277 -1.1395 -1.7766
P 0.6710 -2.1037 -2.8670
N 1.3099 -1.4431 -4.2732
C 0.7191 -0.1933 -4.7731
C 1.8959 -2.2611 -5.3138
N -0.7128 -2.9457 -3.2768
C -0.7624 -4.0018 -4.2569
C -1.9286 -2.1303 -3.0784
N 1.8069 -3.2520 -2.3661
C 1.8349 -4.6900 -2.6514
C 3.0170 -2.7504 -1.7376
H -0.2208 -0.4008 -5.2972
H 1.4311 0.2444 -5.4718
H 0.5518 0.4515 -3.9101
H 2.5879 -1.6133 -5.8602
H 1.1673 -2.6065 -6.0567
H 2.4891 -3.0963 -4.9455
H 0.2006 -4.2423 -4.6997
H -1.2407 -4.9101 -3.8771
H -1.3945 -3.7270 -5.1110
H -2.8030 -2.7755 -3.1481
H -1.9110 -1.6727 -2.0899
H -1.9434 -1.2824 -3.7689
H 2.0657 -4.8715 -3.7031
H 2.6005 -5.1810 -2.0523
H 0.9029 -5.1791 -2.3638
H 3.0660 -1.6735 -1.9011
H 3.8892 -3.1812 -2.2490
H 3.1307 -3.0567 -0.6964
*
```

Results of the Löwdin charge analysis, in e, for atoms 1 through 6: 1.522 -0.092 -0.071 -0.072 -0.618 -0.066

***

Record 5
Here is one molecule with the formula C4H5ClFP from the Open Molecules 2025 dataset. Energies are from the ωB97M-V functional and the def2-TZVPD basis.

Summary:
E_tot in Ha: -1056.771445
Gap between HOMO and LUMO in eV: 8.8
SMILES: F[P@]1(Cl)=CCC=C1
ΔE to the lowest compared entry with this formula, charge and spin in eV: 0.388

The geometry in ORCA input format:
```
! RIJCOSX wB97M-V def2-TZVPD def2/J DEFGRID3
* xyz 0 1
F 2.9710 -0.0165 -1.3382
P 1.4675 -0.6539 -1.2909
Cl 2.1720 -2.3536 -2.4109
C 0.2010 0.5706 -1.5835
C -0.5332 0.3358 -0.1539
C 0.1782 -0.4628 0.8701
C 1.1787 -1.2349 0.4437
H -0.4472 0.5253 -2.3521
H -1.4582 -0.0919 -0.2697
H -0.8731 1.3762 0.2959
H -0.2189 -0.4841 1.7910
H 1.7303 -2.0545 0.8877
*
```

Results of the Löwdin charge analysis, in e, for atoms 1 through 6: -0.290 0.585 0.199 -0.194 -0.302 -0.174

***

Record 6
Here is a 2-piece molecular cluster, C20H18F6N3O2 overall from the Open Molecules 2025 dataset. Energies are from the ωB97M-V functional and the def2-TZVPD basis.

Summary:
E_tot in Ha: -1686.615572
Gap between HOMO and LUMO in eV: 8.5

The geometry in ORCA input format:
```
! RIJCOSX wB97M-V def2-TZVPD def2/J DEFGRID3
* xyz 1 1
N -1.9010 -0.8454 -1.5494
C -2.6113 -1.7939 -0.8420
N -2.3774 -3.1210 -0.9467
C -1.2674 -3.6597 -1.7866
C 0.1248 -3.2511 -1.2825
C 1.2546 -3.4147 -2.3122
C 1.8132 -2.1740 -3.0221
F 1.3677 -0.9813 -2.5259
F 3.1766 -2.1692 -2.9111
C 1.5049 -2.1276 -4.5287
F 0.1556 -2.1982 -4.7149
F 1.9496 -0.9745 -5.0831
F 2.0626 -3.1841 -5.1636
N -3.5176 -1.3779 0.0151
F -4.1527 -2.2638 0.7893
H -1.6184 -0.0709 -0.9640
H -2.4208 -0.4817 -2.3403
H -3.2515 -3.6017 -1.1360
H -1.3549 -4.7316 -1.6430
H -1.4179 -3.4698 -2.8457
H 0.3710 -3.9338 -0.4737
H 0.1131 -2.2643 -0.8448
H 2.0980 -3.8809 -1.8200
H 0.9322 -4.1049 -3.0891
H -3.7694 -0.4164 0.1898
C 2.7570 3.1302 -0.8379
C 1.8117 2.2623 -1.3742
C 0.7756 1.8025 -0.5912
C 0.6665 2.1885 0.7288
C 1.6187 3.0395 1.2823
C 2.6608 3.5155 0.4924
C 1.5308 3.4365 2.7190
O 2.3461 4.1811 3.2094
C 0.4013 2.8768 3.5216
C 0.3210 3.1928 4.8697
C -0.7228 2.6994 5.6348
C -1.6960 1.8929 5.0566
C -1.6219 1.5706 3.7130
C -0.5725 2.0544 2.9411
C -0.4935 1.6811 1.5087
O -1.3436 0.9833 0.9697
H 3.5686 3.4962 -1.4506
H 1.8795 1.9480 -2.4073
H 0.0437 1.1309 -0.9909
H 3.3886 4.1836 0.9301
H 1.0797 3.8243 5.3088
H -0.7802 2.9449 6.6861
H -2.5116 1.5149 5.6571
H -2.3713 0.9421 3.2544
*
```

Results of the Löwdin charge analysis, in e, for atoms 1 through 6: 0.197 -0.327 0.116 -0.134 -0.146 -0.048

***

Record 7
Here is one molecule with the formula C19H25N3O from the Open Molecules 2025 dataset. Energies are from the ωB97M-V functional and the def2-TZVPD basis.

Summary:
E_tot in Ha: -978.518467
Gap between HOMO and LUMO in eV: 8.5
SMILES: CCCCCc1nc(N)c(C#N)c(-c2ccco2)c1CCCC
ΔE to the lowest compared entry with this formula, charge and spin in eV: 1.240

The geometry in ORCA input format:
```
! RIJCOSX wB97M-V def2-TZVPD def2/J DEFGRID3
* xyz 0 1
C 1.9714 -3.6748 -4.9653
C 1.9602 -2.3008 -4.3066
C 1.0176 -2.2528 -3.1067
C 1.0088 -0.8791 -2.4419
C 0.0646 -0.8446 -1.2437
C 0.0439 0.4898 -0.5478
N 0.8561 1.4023 -1.0609
C 0.9134 2.6184 -0.5413
N 1.8192 3.4726 -1.0776
C 0.0888 2.9968 0.5433
C 0.1258 4.3334 0.9698
N 0.2109 5.4511 1.2273
C -0.7699 2.0330 1.0957
C -1.5935 2.4433 2.2288
C -1.2699 3.2481 3.2919
C -2.4297 3.3322 4.0935
C -3.3752 2.5859 3.4612
O -2.8806 2.0419 2.3400
C -0.7855 0.7405 0.5555
C -1.6340 -0.3333 1.1822
C -1.1018 -0.7443 2.5635
C 0.2395 -1.4772 2.5055
C 0.0968 -2.9368 2.0878
H 2.6476 -3.6869 -5.8170
H 2.2973 -4.4345 -4.2580
H 0.9754 -3.9388 -5.3146
H 2.9710 -2.0465 -3.9800
H 1.6507 -1.5503 -5.0373
H 1.3262 -3.0076 -2.3786
H 0.0062 -2.5058 -3.4351
H 2.0151 -0.6231 -2.1090
H 0.7010 -0.1210 -3.1629
H -0.9493 -1.0852 -1.5771
H 0.3700 -1.6135 -0.5306
H 2.2640 3.1899 -1.9329
H 1.7748 4.4503 -0.8489
H -0.3212 3.7039 3.4875
H -2.5402 3.8759 5.0088
H -4.3998 2.3744 3.6954
H -1.6759 -1.2083 0.5374
H -2.6533 0.0369 1.2978
H -1.8397 -1.3873 3.0486
H -0.9891 0.1502 3.1795
H 0.9071 -0.9535 1.8175
H 0.7012 -1.4447 3.4951
H 1.0738 -3.4105 2.0212
H -0.3924 -3.0280 1.1209
H -0.4977 -3.4817 2.8184
*
```

Results of the Löwdin charge analysis, in e, for atoms 1 through 6: -0.121 -0.279 -0.236 -0.223 -0.136 -0.202

***

Record 8
Here is one molecule with the formula C18H14O6 from the Open Molecules 2025 dataset. Energies are from the ωB97M-V functional and the def2-TZVPD basis.

Summary:
E_tot in Ha: -1145.804693
Gap between HOMO and LUMO in eV: 8.4
SMILES: C[C@@H](Oc1ccc2oc(-c3ccccc3)c(C(=O)O)c2c1)C(=O)O

The geometry in ORCA input format:
```
! RIJCOSX wB97M-V def2-TZVPD def2/J DEFGRID3
* xyz 0 1
C 5.0368 0.2050 -1.7088
C 4.8219 0.6098 -0.2501
O 3.5715 1.2126 -0.0055
C 2.4189 0.4805 -0.0504
C 2.3611 -0.9113 -0.2000
C 1.1517 -1.5799 -0.2208
C 0.0004 -0.8269 -0.0904
O -1.2806 -1.2712 -0.0827
C -2.0852 -0.1956 0.0631
C -3.5143 -0.4704 0.0813
C -4.4464 0.4103 -0.4649
C -5.7911 0.0927 -0.4447
C -6.2234 -1.1002 0.1117
C -5.3008 -1.9876 0.6418
C -3.9548 -1.6803 0.6224
C -1.3464 0.9705 0.1659
C -1.8356 2.3136 0.4513
O -2.9757 2.6204 0.7094
O -0.8565 3.2370 0.4282
C 0.0342 0.5719 0.0608
C 1.2552 1.2294 0.0815
C 5.1493 -0.5311 0.7157
O 5.8772 -1.4522 0.4594
O 4.5868 -0.3530 1.9096
H 4.2421 -0.4517 -2.0519
H 5.9862 -0.3149 -1.7975
H 5.0472 1.0919 -2.3360
H 5.5395 1.4049 0.0044
H 3.2648 -1.4921 -0.2959
H 1.1080 -2.6508 -0.3344
H -4.1166 1.3356 -0.9056
H -6.5074 0.7807 -0.8683
H -7.2763 -1.3400 0.1290
H -5.6323 -2.9214 1.0717
H -3.2325 -2.3678 1.0362
H -1.2319 4.1034 0.6494
H 1.3216 2.2968 0.1976
H 4.8334 -1.0685 2.5173
*
```

Results of the Löwdin charge analysis, in e, for atoms 1 through 6: -0.006 -0.278 -0.004 -0.239 -0.011 0.028